1.
C29H81LiO18 | wB97M-V/def2-TZVPD

Each line ends with the Mulliken charge.
Cartesian coordinates (Å):
Li1 12.366653 -18.807339 -6.433276  0.86
C1 9.903901 -22.035408 -6.559819  0.83
C2 10.466947 -20.885950 -5.752249  2.54
O1 11.852356 -20.730965 -5.869690  -1.15
H1 8.862786 -22.223293 -6.295154  -0.61
H2 10.445428 -22.969386 -6.327314  -0.72
H3 10.097327 -21.969087 -7.635346  0.20
H4 10.204965 -21.012838 -4.684987  -1.48
H5 9.903061 -19.982582 -6.060048  -0.59
C3 5.525490 -23.354576 -7.768039  -1.13
C4 4.777094 -23.712581 -6.516055  0.81
C5 3.585135 -24.629975 -6.755077  -1.51
O2 5.658302 -24.340894 -5.555308  -0.58
H6 5.804436 -24.310720 -8.239309  0.43
H7 6.514253 -22.928062 -7.585409  -0.04
H8 4.974173 -22.730229 -8.466469  0.45
H9 4.431529 -22.827852 -5.971968  0.27
H10 3.910327 -25.575554 -7.200209  0.28
H11 2.982056 -24.188502 -7.559573  0.41
H12 3.004006 -24.789318 -5.854678  0.37
H13 6.093992 -25.108245 -5.951420  0.18
C6 8.660207 -18.900710 -2.774172  0.05
C7 9.225817 -18.128330 -1.603706  0.70
C8 8.372090 -18.204736 -0.380257  -1.52
O3 10.574383 -18.591173 -1.349635  -0.52
H14 8.501728 -19.932482 -2.451886  -0.40
H15 9.407652 -18.936898 -3.573299  -0.49
H16 7.764132 -18.449955 -3.197585  0.66
H17 9.368840 -17.084614 -1.925224  0.14
H18 8.182764 -19.247849 -0.102476  0.23
H19 7.396622 -17.750019 -0.561325  0.43
H20 8.816935 -17.759938 0.513013  0.46
H21 10.688566 -18.553921 -0.393746  0.30
C9 12.150776 -22.230912 0.588306  -1.60
C10 11.281435 -21.176484 -0.027878  0.31
C11 10.501502 -21.703934 -1.219473  1.25
O4 10.458025 -20.532815 0.934512  -0.57
H22 12.779121 -21.827022 1.378586  0.39
H23 12.711438 -22.760296 -0.187929  0.30
H24 11.574293 -23.057958 1.028574  0.40
H25 11.924779 -20.370079 -0.386292  0.25
H26 10.499268 -21.070184 -2.113382  -1.02
H27 9.408672 -21.678059 -1.067285  0.36
H28 10.706324 -22.732925 -1.515038  -0.54
H29 9.785036 -21.138589 1.261261  0.40
C12 7.292359 -24.165168 -1.993763  -1.14
C13 6.716700 -22.879719 -2.592176  0.18
C14 7.580025 -22.299529 -3.684190  0.62
O5 5.394023 -23.106648 -3.028946  -0.67
H30 6.574969 -24.486108 -1.238172  0.42
H31 8.278459 -24.057518 -1.540854  0.18
H32 7.366412 -24.909065 -2.791566  0.13
H33 6.679525 -22.149043 -1.773325  0.32
H34 7.861659 -23.044429 -4.438075  -0.25
H35 8.507763 -21.829167 -3.354416  -0.38
H36 7.038220 -21.550957 -4.269306  0.27
H37 5.460262 -23.551613 -3.891622  0.34
C15 6.630161 -20.053794 -6.525604  0.67
C16 6.169549 -18.675057 -7.010702  0.32
C17 7.279020 -17.905108 -7.715483  -0.54
O6 5.023512 -18.745458 -7.871906  -0.59
H38 5.802695 -20.753555 -6.443314  -0.16
H39 7.097242 -19.937692 -5.541700  -0.29
H40 7.475583 -20.429518 -7.109766  -0.21
H41 5.856907 -18.116874 -6.116805  0.19
H42 7.316113 -18.197393 -8.764909  0.24
H43 8.226676 -18.252629 -7.289809  -0.46
H44 7.188241 -16.832454 -7.570510  0.43
H45 4.291603 -19.087672 -7.351401  0.35
C18 11.009142 -25.445909 -3.139106  -0.18
C19 12.034627 -26.402698 -3.743261  -0.59
O7 13.150535 -25.750309 -4.291991  -0.57
O8 10.351711 -24.739293 -4.160062  0.01
H46 11.412856 -24.774260 -2.374529  -0.07
H47 10.274133 -26.091940 -2.644071  0.35
H48 11.487154 -26.964270 -4.508753  0.20
H49 12.361237 -27.083370 -2.953037  0.46
H50 12.892726 -24.871004 -4.605501  0.34
H51 10.982334 -24.120005 -4.559536  0.14
C20 12.117430 -17.273726 -4.259419  -0.16
C21 10.937056 -16.715938 -4.996331  -0.39
O9 10.521735 -17.720842 -5.958280  -0.03
O10 13.225567 -17.431783 -5.177644  -0.46
H52 11.825680 -18.222589 -3.800788  -0.14
H53 12.411998 -16.606147 -3.449857  0.56
H54 11.139532 -15.811111 -5.573655  0.47
H55 10.072446 -16.561697 -4.343939  0.16
H56 10.016711 -17.326028 -6.674413  0.07
H57 13.955724 -16.920136 -4.825776  0.26
C22 8.780308 -25.817775 -6.874852  0.24
C23 9.102387 -25.425568 -8.304034  0.04
O11 8.791076 -26.477426 -9.205411  -0.59
O12 7.429297 -26.345629 -6.829895  -0.58
H58 8.821857 -24.962499 -6.201944  -0.23
H59 9.452538 -26.611059 -6.548323  0.40
H60 10.172885 -25.222196 -8.375420  -0.02
H61 8.554499 -24.522566 -8.595139  0.13
H62 8.130817 -27.025326 -8.765432  0.36
H63 7.466410 -27.233792 -6.467759  0.26
C24 10.471938 -19.789827 -9.677300  0.26
C25 11.810475 -19.093822 -9.594524  -0.71
O13 11.764614 -18.095366 -8.555720  -0.47
O14 9.533688 -18.910208 -10.280584  -0.59
H64 10.160997 -20.005593 -8.644914  -0.17
H65 10.556944 -20.739629 -10.214237  0.47
H66 12.016243 -18.612594 -10.551741  0.43
H67 12.558557 -19.839787 -9.331693  0.25
H68 11.479177 -17.261401 -8.936059  0.26
H69 8.755481 -19.400413 -10.558967  0.35
C26 13.259949 -23.435545 -7.973570  0.86
C27 13.982150 -23.948375 -9.176979  -0.78
O15 15.395847 -24.014840 -8.973852  -0.58
O16 13.498466 -22.053425 -7.791290  -0.56
H70 13.572847 -24.002358 -7.085716  0.12
H71 12.183600 -23.657056 -8.060743  -0.40
H72 13.747415 -23.396454 -10.095229  0.37
H73 13.729552 -24.991711 -9.380651  0.30
H74 15.696693 -23.151258 -8.671484  0.34
H75 12.778813 -21.678075 -7.251462  0.06
C28 13.154791 -22.527709 -3.473492  0.05
C29 14.377825 -21.766067 -3.893863  -0.79
O17 14.021362 -20.427339 -4.174214  -0.64
O18 12.499019 -23.043666 -4.673300  0.48
H76 12.417087 -21.852618 -3.040383  -0.12
H77 13.324739 -23.410025 -2.858112  0.61
H78 14.790267 -22.252331 -4.789006  0.11
H79 15.179935 -21.763947 -3.152879  0.41
H80 13.228954 -20.463665 -4.748031  0.39
H81 12.233933 -22.243472 -5.192467  -0.54

Forces on the atoms, in the same order (eV/Å):
Li -0.46 -0.38 -0.07
C 0.80 -1.27 0.20
C -0.38 0.57 0.17
O 0.31 0.59 -0.74
H -0.12 0.12 -0.38
H -0.17 0.17 0.29
H -0.46 0.50 -0.01
H -0.10 -0.20 -0.15
H 0.28 -0.06 0.07
C 0.88 -0.93 -0.46
C 0.01 -0.39 1.23
C 0.19 0.41 -1.20
O -0.13 0.37 -0.19
H -0.38 0.17 -0.32
H -0.27 0.46 0.37
H -0.10 -0.02 0.00
H 0.00 0.09 -0.18
H 0.15 -0.10 0.37
H -0.29 0.06 0.38
H -0.06 -0.05 0.04
H 0.10 -0.09 -0.16
C 0.69 -0.36 -0.04
C 1.00 0.77 -0.56
C -0.63 -0.48 0.63
O -0.57 0.04 -0.06
H -0.35 0.13 -0.18
H -0.05 0.01 -0.01
H -0.18 -0.07 0.23
H -0.39 0.07 0.17
H 0.07 0.02 -0.19
H 0.06 0.12 0.03
H 0.08 0.28 -0.20
H 0.11 -0.18 0.02
C -0.08 -1.13 0.26
C 0.18 0.23 -0.56
C -1.69 0.02 -0.77
O -0.15 0.33 0.27
H 0.23 0.00 -0.14
H 0.41 0.43 0.08
H -0.28 0.32 0.09
H 0.05 -0.09 0.03
H 0.82 -0.01 0.15
H 0.20 -0.21 0.69
H 0.31 0.03 0.07
H 0.07 -0.15 -0.08
C -0.34 0.07 -0.28
C 0.69 0.08 0.66
C 0.23 0.11 -1.18
O -0.08 0.16 -0.14
H 0.14 -0.29 0.02
H 0.02 0.20 -0.04
H -0.02 -0.12 0.13
H -0.33 0.06 -0.10
H 0.00 -0.22 0.31
H -0.05 -0.22 0.27
H -0.14 0.08 0.37
H -0.04 -0.15 0.10
C 0.74 0.60 0.18
C -0.42 0.03 0.49
C 0.09 -0.73 0.31
O 0.42 0.02 -0.17
H 0.10 -0.16 -0.09
H -0.29 0.05 0.07
H -0.48 -0.32 -0.44
H 0.10 0.07 -0.07
H -0.13 0.29 -0.06
H -0.01 0.20 0.04
H -0.06 0.09 -0.31
H -0.04 -0.03 -0.02
C -0.05 -0.84 -0.17
C -0.39 0.51 0.53
O 0.35 -0.12 0.04
O -0.58 0.18 -0.16
H 0.27 -0.02 -0.06
H -0.15 0.26 -0.03
H 0.10 -0.18 -0.02
H 0.22 -0.09 -0.15
H 0.03 0.02 -0.15
H 0.11 0.21 0.28
C 0.07 0.38 0.14
C -1.11 -0.31 -0.92
O 0.71 -0.15 0.33
O -0.73 -0.15 0.19
H 0.29 -0.13 -0.14
H -0.10 0.01 0.04
H 0.31 0.18 0.42
H 0.32 0.23 0.31
H 0.03 0.06 0.02
H 0.24 -0.26 -0.20
C -0.40 -0.12 -0.11
C -0.16 -0.16 -0.03
O 0.26 -0.05 0.11
O 0.00 0.03 -0.11
H 0.25 -0.08 0.05
H 0.19 0.19 0.13
H 0.00 0.09 -0.02
H -0.02 0.03 0.08
H -0.16 0.13 -0.14
H -0.07 0.03 0.12
C -0.18 -0.05 0.41
C -0.73 0.01 -0.01
O 0.50 -0.30 0.18
O 0.10 0.14 -0.19
H 0.03 -0.12 -0.10
H 0.06 0.08 -0.11
H 0.27 -0.14 0.00
H 0.23 0.18 0.02
H -0.03 -0.02 -0.03
H 0.01 -0.03 0.06
C -0.66 -0.33 0.56
C 0.77 -0.69 -0.37
O -0.06 0.33 -0.04
O -0.05 0.09 -0.38
H 0.22 0.05 -0.10
H 0.06 0.21 -0.25
H -0.05 0.27 0.19
H -0.35 0.07 0.18
H -0.05 0.04 0.00
H 0.08 0.18 0.37
C -0.90 -0.66 -1.00
C 0.40 0.10 -0.14
O 0.20 0.35 -0.08
O 0.14 -0.04 0.36
H 0.33 0.03 0.57
H 0.21 0.17 0.17
H -0.04 -0.03 0.07
H -0.21 0.12 0.20
H -0.03 0.00 0.02
H 0.10 0.13 -0.17

Properties
E_HOMO, hartree: -0.3321
LUMO level, eV: -0.2493
Orbital gap, eV: 8.79
Total charge: 0



2.
C4H6N4 | wB97M-V/def2-TZVPD

Each line ends with the natural charge from an NBO analysis.
Cartesian coordinates (Å):
C1 2.117488 0.876761 0.515818  -0.09
C2 2.946894 -0.113261 -0.033761  -0.15
C3 0.835506 -0.727234 -0.128054  0.40
C4 -3.111817 0.466123 0.207622  -0.50
N1 0.820986 0.432517 0.454947  -0.55
N2 -1.781160 -1.436585 -0.392703  0.00
N3 -2.020819 -0.353280 -0.107743  -0.08
N4 2.062672 -1.042370 -0.538197  -0.58
H1 2.331784 1.864101 0.836364  0.21
H2 3.872443 -0.273875 -0.543356  0.21
H3 -2.724150 1.444120 0.684851  0.24
H4 -3.979697 -0.076798 0.712071  0.22
H5 -3.592270 0.836553 -0.695656  0.24
H6 2.222142 -1.896775 -0.972199  0.41

Forces on the atoms, in the same order (eV/Å):
C 0.86 -1.81 -0.99
C -1.00 0.73 -1.14
C -0.53 1.32 0.30
C -2.28 1.89 1.00
N -0.80 -0.60 0.00
N 0.20 -0.67 0.01
N 1.39 0.54 -0.21
N -1.10 0.11 1.24
H 0.38 0.43 0.45
H 1.09 0.93 0.74
H -0.75 -1.96 -0.17
H 1.37 0.69 0.00
H 0.30 -0.17 -0.51
H 0.87 -1.42 -0.74

Properties
Energy relative to the best compared isomer or geometry (same formula, charge and spin), kcal per mole: 132.5
E_HOMO (spin up / spin down), hartree: -0.2647 / -0.3148
LUMO level (spin up / spin down), eV: -0.4549 / 0.5574
Orbital gap (spin up / spin down), eV: 6.75 / 9.12
Total charge: 0



3.
C2H4N2O2 | wB97M-V/def2-TZVPD

Each line ends with the natural charge from an NBO analysis.
Cartesian coordinates (Å):
N1 0.101331 0.596526 0.665278  -0.66
C1 -0.687964 -0.698652 0.400360  0.73
C2 0.507576 0.886506 -0.532430  0.62
O1 0.178193 -1.749843 0.702240  -0.71
N2 1.238293 1.575580 -1.220475  -0.66
O2 -1.880775 -0.753226 0.668859  -0.64
H1 -0.402082 -2.491913 0.928164  0.49
H2 0.184346 1.202499 1.477417  0.42
H3 1.071499 1.835206 -2.181866  0.42
H4 -0.310420 -0.402685 -0.907548  -0.01

Forces on the atoms, in the same order (eV/Å):
N -0.48 -0.37 0.43
C 0.21 0.47 1.79
C -0.28 -0.75 -0.67
O -0.31 0.24 -0.26
N -0.30 -0.02 0.06
O 0.72 0.08 -0.73
H 0.03 0.08 -0.07
H 0.03 -0.19 0.01
H 0.04 -0.13 0.11
H 0.33 0.58 -0.67

Properties
Energy relative to the best compared isomer or geometry (same formula, charge and spin), kcal per mole: 106.0
E_HOMO, hartree: -0.3488
LUMO level, eV: -0.2214
Orbital gap, eV: 9.27
Total charge: 0



4.
C3H5FO | wB97M-V/def2-TZVPD

Each line ends with the natural charge from an NBO analysis.
Cartesian coordinates (Å):
C1 -0.697824 0.362520 -0.031615  -0.31
C2 -1.899724 -0.494165 -0.371426  -0.41
C3 -0.516322 -0.907411 -0.208529  0.40
O1 2.687380 0.787229 0.977040  -0.95
F1 0.440681 -1.782147 -0.478096  -0.28
H1 1.745037 0.812394 0.586972  0.48
H2 -0.322525 1.351229 0.396853  0.23
H3 -2.546966 -0.789319 0.333661  0.18
H4 -2.237662 -0.271380 -1.429633  0.18
H5 3.347926 0.931050 0.224773  0.48

Forces on the atoms, in the same order (eV/Å):
C 1.64 0.79 2.17
C 1.24 1.09 -4.30
C 1.80 1.63 -0.71
O -0.75 0.36 -2.03
F -0.65 -0.32 0.29
H 2.56 -0.11 0.59
H -0.91 -1.57 -1.04
H -2.78 -0.87 2.29
H -0.39 -0.69 1.31
H -1.77 -0.31 1.42

Properties
Energy relative to the best compared isomer or geometry (same formula, charge and spin), kcal per mole: 77.1
E_HOMO, hartree: -0.3569
LUMO level, eV: 0.7913
Orbital gap, eV: 10.50
Total charge: 0
SMILES: FC1=CC1.O



| no. | E (Ha) | maximum force (hartree/bohr) |
| --- | --- | --- |
| 1 | -2515.33330 | 0.03620 |
| 2 | -374.85024 | 0.06075 |
| 3 | -338.48430 | 0.03619 |
| 4 | -292.27346 | 0.08953 |